11
Properties=species:S:1:pos:R:3 method="wB97M-V/def2-TZVPD" lumo_ha=-0.0077 de_lowest_kcal_mol=47.97 energy_ev=-14510.58054 max_force_ev_per_a=3.222 spin_multiplicity=1 homo_ev=-7.4 homo_lumo_gap_ev=7.14
S -1.66 0.13 0.70
H -2.32 -0.88 0.02
C 2.06 0.43 0.22
C 0.22 -0.15 -1.30
N 1.13 -0.51 -0.44
H 3.09 0.17 -0.07
H 1.96 0.27 1.30
H 1.79 1.44 -0.02
H 0.12 0.93 -1.48
H -0.61 -0.80 -1.54
H 0.96 -1.37 0.06